(1)
# C39H34Br2N8O2SeSn

C39H34Br2N8O2SeSn as an isolated structure in a non-equilibrium geometry (ωB97M-V/def2-TZVPD, the OMol25 dataset).

Summary:
* LUMO energy (spin up / spin down): 3.62 / 3.62 eV
* HOMO level (spin up / spin down): 0.009 / 0.000 hartree
* orbital gap (spin up / spin down): 3.36 / 3.62 eV
* net charge: -2

CARTESIAN COORDINATES (ANGSTROEM)
Sn 0.1906 -0.0781 -1.4795
C -0.7939 -3.6481 -2.3881
C 0.3917 -2.8760 -1.9239
C 1.2916 -2.3227 -2.8248
C 2.3930 -1.6167 -2.3802
C 2.6190 -1.4697 -1.0280
C 1.7443 -2.0277 -0.1208
C 0.6373 -2.7226 -0.5670
H -1.1903 -3.2322 -3.3135
H -1.6029 -3.6165 -1.6582
H -0.5421 -4.6953 -2.5670
H 1.1240 -2.4554 -3.8811
H 3.0692 -1.1706 -3.0927
H 3.4784 -0.9157 -0.6842
H 1.9218 -1.9138 0.9378
H -0.0455 -3.1590 0.1427
Br 5.5903 -3.1081 4.1794
C 5.4234 -1.2530 3.7575
C 5.2800 -0.3126 4.7806
C 5.1590 1.0453 4.4723
C 5.1684 1.4798 3.1392
C 5.3318 0.5246 2.1131
C 5.4531 -0.8329 2.4252
N 5.0504 2.8834 2.8900
N 4.5936 3.4282 1.8544
C 3.8185 2.7912 0.8421
C 4.1914 2.9960 -0.5016
C 3.4842 2.3922 -1.5525
C 2.3883 1.5858 -1.2611
O 1.6935 0.9992 -2.1331
C 2.0007 1.3999 0.0650
N 0.9446 0.6349 0.2479
C 0.3997 0.3429 1.4651
C 1.0525 0.9507 2.6571
C 2.1375 1.7382 2.4972
C 2.6829 1.9889 1.1315
H 5.2632 -0.6321 5.8147
H 5.0491 1.7641 5.2749
H 5.3792 0.8115 1.0736
H 5.5752 -1.5573 1.6302
H 5.0472 3.6179 -0.7327
H 3.7930 2.5524 -2.5772
H -0.4781 -0.2933 1.5937
H 0.6534 0.7681 3.6491
H 2.5892 2.1854 3.3740
Br -1.8960 -1.1503 -2.3978
O -0.4556 1.5669 -1.4750
C 0.5791 -1.4497 -6.5339
N -0.0618 -0.1437 -6.6604
C -0.4191 0.4622 -7.8109
C -0.9930 1.6795 -7.5011
N -0.9886 1.8220 -6.1602
C -1.5023 2.9649 -5.4105
C -0.4175 0.7011 -5.6683
Se -0.1700 0.3840 -3.9636
H 0.7439 -1.9024 -7.5349
H -0.0673 -2.1277 -5.9380
H 1.5606 -1.3374 -6.0273
H -0.2744 0.0522 -8.8022
H -1.3836 2.4046 -8.2036
H -1.9127 3.7324 -6.1011
H -0.6832 3.4216 -4.8163
H -2.3111 2.6313 -4.7269
N -5.1223 0.6505 3.3817
C -5.9041 0.2176 4.4211
C -6.9593 0.8095 5.1181
C -7.5337 0.0517 6.1457
C -7.0682 -1.2301 6.4509
C -6.0072 -1.7976 5.7335
C -5.4206 -1.0523 4.7012
N -4.3845 -1.3748 3.8615
C -4.2116 -0.3339 3.0643
C -3.2053 -0.2339 2.0007
C -3.0676 0.8935 1.1867
C -2.0844 0.8911 0.2076
N -1.2433 -0.1389 -0.0130
C -1.3896 -1.2190 0.7813
C -2.3397 -1.3109 1.7839
H -5.2058 1.5456 2.9276
H -7.3217 1.8039 4.8825
H -8.3596 0.4692 6.7187
H -7.5330 -1.7966 7.2544
H -5.6402 -2.7913 5.9641
H -3.6964 1.7686 1.2885
H -1.9441 1.7474 -0.4464
H -0.7022 -2.0373 0.5869
H -2.4050 -2.2107 2.3891

Forces on the atoms, in the same order (eV/Å):
Sn -1.1 -2.0 0.3
C -0.1 -1.2 -0.4
C 0.1 -0.8 0.0
C 0.3 -0.5 -0.2
C 0.5 -0.4 -0.3
C 1.0 -0.4 0.2
C 0.4 -0.5 0.4
C 0.7 -1.0 -0.3
H 0.2 -0.3 0.1
H 0.2 -0.1 -0.1
H 0.3 -0.3 0.1
H -0.1 0.1 -0.1
H 0.0 0.1 0.0
H 0.0 0.1 0.1
H 0.0 0.1 0.1
H 0.5 -0.8 -0.4
Br 0.0 0.0 0.0
C 0.0 0.4 -0.2
C 0.0 0.6 -0.2
C 0.2 -1.2 0.4
C -0.5 2.6 -1.4
C 0.1 -1.4 0.2
C 0.0 0.6 0.1
N 0.8 -2.9 3.6
N -0.8 1.4 -3.2
C 1.0 0.0 0.4
C -0.8 -0.4 0.6
C 0.2 0.2 0.7
C 1.6 1.1 0.2
O 2.7 -1.1 -3.6
C 1.4 1.3 1.7
N -0.5 -1.8 5.4
C 4.3 3.0 1.7
C -1.1 -0.8 -2.0
C 1.0 0.6 -1.8
C -0.1 0.1 2.0
H 0.0 0.0 0.0
H 0.0 0.1 -0.1
H -0.1 0.2 0.0
H 0.0 -0.1 0.0
H 0.0 0.0 0.2
H -0.1 -0.1 -0.1
H 2.2 1.1 1.2
H -0.1 -0.1 -0.2
H 0.3 0.1 -0.2
Br -3.4 -0.6 -0.6
O -2.8 6.2 -1.4
C 0.0 0.1 0.3
N 0.1 -0.6 -0.9
C -1.0 1.9 -2.0
C 0.4 -1.2 -2.6
N -0.5 0.5 -0.4
C 0.0 0.0 0.5
C 1.1 -0.9 2.4
Se 0.2 2.0 -3.0
H -0.2 0.5 0.5
H 0.4 0.4 -0.2
H -0.6 -0.1 -0.2
H 0.0 0.0 0.2
H 0.0 -0.1 0.3
H 0.3 -0.7 0.2
H -0.5 -0.4 -0.2
H 0.6 0.2 -0.3
N -0.3 1.2 -0.5
C -0.7 1.1 0.0
C 0.3 -0.5 0.0
C -0.1 0.2 0.0
C 0.4 -0.1 -0.3
C -0.3 0.2 0.1
C 0.4 -1.2 0.4
N -0.1 -0.8 0.5
C 1.4 -0.1 -1.3
C -2.4 -0.2 2.6
C 1.1 0.2 -1.1
C -1.4 0.8 0.5
N -4.2 -1.5 1.4
C -3.2 -1.9 0.3
C 1.2 -0.9 -1.1
H 0.1 -0.2 0.0
H 0.0 0.0 0.0
H 0.1 0.0 -0.1
H 0.0 0.1 -0.1
H 0.0 0.1 0.0
H 0.0 0.0 0.0
H 0.2 -0.4 0.0
H -1.2 1.1 0.8
H 0.0 0.2 0.0


(2)
# C4H15N2O

A 2-piece molecular cluster, C4H15N2O overall in a non-equilibrium geometry (ωB97M-V/def2-TZVPD, the OMol25 dataset).

Summary:
* LUMO energy: -3.20 eV
* HOMO level: -0.476 hartree
* orbital gap: 9.76 eV
* net charge: +1

CARTESIAN COORDINATES (ANGSTROEM)
C 0.4414 0.3278 1.4862
C 1.1975 0.1251 0.1493
C 0.4163 0.2773 -1.2001
C -0.6311 1.3415 -1.4873
N -0.2279 2.4948 -0.7724
N -0.8396 -0.6630 1.3325
H 0.0648 1.3937 1.4193
H 0.9189 0.1802 2.4826
H 2.1213 0.8007 0.0964
H 1.6268 -0.8259 0.3065
H -0.0931 -0.6390 -1.3456
H 1.2010 0.3318 -1.9510
H -0.7923 1.4929 -2.5321
H -1.6442 0.9596 -1.0992
H 0.7621 2.6096 -0.9681
H -0.7435 3.2769 -1.0950
H -1.5971 -0.1980 0.7913
H -0.5435 -1.6207 0.8173
H -1.3802 -0.8428 2.2560
H -0.5466 -3.9856 -0.0809
H 0.6554 -3.4679 0.7434
O -0.3663 -3.3692 0.6508

Forces on the atoms, in the same order (eV/Å):
C -2.0 1.4 -1.2
C 0.9 2.2 0.9
C 0.6 -0.9 0.1
C -1.2 -1.5 2.0
N 0.6 0.4 0.6
N -0.2 -0.2 1.0
H -0.1 -1.3 0.5
H -0.2 -0.4 -1.1
H -1.4 -0.6 0.5
H 0.6 -1.5 -0.9
H -0.3 -1.3 -0.5
H 0.0 -0.1 -0.2
H 0.2 -0.1 -0.9
H 1.1 0.6 -0.4
H -0.2 0.7 0.1
H -0.2 1.2 -0.1
H 1.0 -0.2 -0.1
H -1.0 1.7 1.4
H 1.7 0.0 -1.7
H -0.2 0.3 0.2
H -2.6 0.1 -0.1
O 3.0 -0.3 -0.2


(3)
# C6H16N2

A 2-piece molecular cluster, C6H16N2 overall in a non-equilibrium geometry (ωB97M-V/def2-TZVPD, the OMol25 dataset).

Summary:
* LUMO energy: 0.85 eV
* HOMO level: -0.311 hartree
* orbital gap: 9.31 eV
* structure (SMILES): C/N=C\N.CCCC

CARTESIAN COORDINATES (ANGSTROEM)
C -0.3930 1.7622 2.0685
N -0.2243 0.7214 3.0781
C -1.1791 -0.1449 3.2238
N -1.9747 -0.6554 2.2015
H 0.5487 2.2723 1.9480
H -1.1651 2.4861 2.3834
H -0.7041 1.4152 1.0685
H -1.3882 -0.5976 4.1977
H -1.6229 -0.5524 1.2552
H -2.4058 -1.5543 2.3876
C 2.3827 -1.4599 -1.4466
C 1.0563 -0.9782 -2.0751
C 0.4550 0.2378 -1.3634
C -0.8652 0.7224 -1.9532
H 3.1014 -0.6465 -1.4103
H 2.7802 -2.2988 -1.9956
H 2.2038 -1.7953 -0.3863
H 0.3225 -1.8267 -2.0363
H 1.2325 -0.7198 -3.1341
H 0.3189 0.0068 -0.2670
H 1.1998 1.0440 -1.3582
H -1.2950 1.6248 -1.4651
H -1.6188 -0.0799 -1.9083
H -0.7656 1.0166 -3.0126

Forces on the atoms, in the same order (eV/Å):
C -0.1 -0.7 -0.7
N -2.4 0.0 1.4
C 1.6 0.3 -1.3
N -0.2 0.2 0.4
H 0.2 0.3 -0.1
H 0.4 -0.3 0.1
H 0.1 0.0 0.1
H 0.4 -0.2 -0.2
H -0.2 0.1 0.3
H 0.1 0.4 -0.1
C -1.1 0.1 1.0
C -0.2 -0.5 0.1
C 0.2 0.0 1.0
C -0.4 0.3 -0.3
H 0.2 0.0 -0.1
H 0.3 -0.2 -0.2
H 0.2 0.3 -0.9
H 0.5 0.7 -0.2
H -0.2 -0.2 0.3
H 0.1 0.0 -1.0
H -0.1 0.0 -0.1
H 0.4 -0.6 0.0
H 0.1 0.3 0.0
H 0.1 -0.3 0.3


(4)
# C6H17N2

An isolated ion of composition C6H17N2 and charge +1 in a non-equilibrium geometry (ωB97M-V/def2-TZVPD, the OMol25 dataset).

Summary:
* LUMO energy: -3.76 eV
* HOMO level: -0.457 hartree
* orbital gap: 8.68 eV
* net charge: +1
* structure (SMILES): CCNC[C@H]([NH3+])CC

CARTESIAN COORDINATES (ANGSTROEM)
C 2.1203 1.4389 -2.7714
C 0.8578 1.1924 -2.0103
N 0.6145 0.0744 -1.0741
C -0.7460 0.2947 -0.5695
C -0.8492 -0.4684 0.7570
N -2.2564 -0.2998 1.3631
C 0.1590 -0.3719 1.8298
C 0.3800 -1.7889 2.3405
H 2.3765 0.6155 -3.4293
H 2.8714 2.0144 -2.1032
H 1.8515 2.2921 -3.4790
H -0.0064 1.3480 -2.6661
H 0.8108 2.1228 -1.3198
H 0.8443 -0.8499 -1.4362
H -0.8973 1.3436 -0.3635
H -1.5357 -0.1489 -1.2354
H -0.8970 -1.6152 0.4150
H -3.0388 -0.7738 0.6845
H -2.4798 -0.7723 2.2597
H -2.5276 0.6502 1.5261
H -0.0665 0.3414 2.6423
H 1.1898 -0.0235 1.4105
H 0.3249 -2.6427 1.6491
H -0.2927 -2.1721 3.0955
H 1.4348 -1.9329 2.8708

Forces on the atoms, in the same order (eV/Å):
C 0.4 2.4 -0.2
C -1.0 2.5 1.7
N 0.0 1.1 -0.3
C 0.4 -1.9 0.5
C -1.5 -3.1 -1.5
N -2.9 -2.4 -1.7
C 3.0 0.1 0.0
C 2.8 -1.6 2.3
H 0.9 -0.1 0.3
H -0.5 -2.0 -1.2
H 0.2 -1.1 0.7
H 0.0 -0.4 -0.2
H -0.2 -1.3 -0.9
H -0.6 0.3 -0.1
H 0.0 0.4 -0.4
H 0.4 0.8 0.3
H 0.2 2.4 0.8
H 2.3 1.7 1.7
H 1.0 0.0 -0.4
H -0.1 1.0 -0.2
H -0.2 -0.3 -0.3
H -2.1 -0.4 0.4
H 0.3 0.8 -0.6
H -0.6 0.5 0.6
H -2.1 0.5 -1.1


Across the entries above, energy above the lowest of the compared OMol25 structures with the same formula, charge and spin takes the values 1276.4; 183.5; 115.0; 246.9 kJ/mol, respectively.